No. 1
Computed, not measured: C23H50N2SSi4TeV as an isolated structure, with ωB97M-V/def2-TZVPD.

Last column: Mulliken spin population.
Atoms and positions in Å:
V -0.4636 0.7407 0.1152  2.177
C 1.5268 -2.4353 -0.6291  -0.012
Si 1.6777 -0.6225 -0.1330  -0.087
C 2.7978 0.1980 -1.4204  -0.003
C 2.5342 -0.5186 1.5483  -0.002
C 3.8772 -0.8846 1.6792  0.000
C 4.5283 -0.7969 2.8997  -0.002
C 3.8412 -0.3385 4.0169  0.001
C 2.5053 0.0153 3.9064  0.001
C 1.8358 -0.0708 2.6832  0.004
Si -0.0128 0.2264 2.4993  -0.128
C -0.6300 1.4700 3.7785  -0.014
C -0.8416 -1.4473 2.8270  -0.006
H 2.5137 -2.9064 -0.6076  -0.003
H 1.1277 -2.5422 -1.6397  0.002
H 0.8828 -2.9959 0.0521  0.001
H 3.8390 -0.0697 -1.2211  -0.003
H 2.7371 1.2877 -1.4012  0.001
H 2.5597 -0.1471 -2.4302  0.004
H 4.4329 -1.2382 0.8159  -0.002
H 5.5705 -1.0788 2.9808  0.000
H 4.3464 -0.2605 4.9713  0.000
H 1.9824 0.3631 4.7910  0.000
H -0.1739 1.2872 4.7548  -0.003
H -1.7129 1.4082 3.9162  0.006
H -0.3898 2.4946 3.4881  -0.001
H -0.7211 -1.7211 3.8795  -0.004
H -0.3546 -2.2279 2.2361  0.004
H -1.9089 -1.4667 2.6004  0.004
C -1.7334 5.4026 -0.1083  0.001
N -1.8518 4.5333 -1.2801  -0.003
C -3.1075 4.7078 -2.0142  0.001
C -1.0337 3.5060 -1.4788  0.023
S 0.0402 3.0140 -0.1958  -0.010
N -1.0387 2.8682 -2.6674  0.004
C -1.1029 3.6148 -3.9326  -0.002
C -0.4228 1.5530 -2.8021  0.028
H -2.1203 6.3820 -0.3821  0.000
H -0.6980 5.4986 0.1977  0.000
H -2.3191 4.9961 0.7184  0.000
H -3.8999 4.8380 -1.2774  -0.001
H -3.3258 3.8268 -2.6077  0.000
H -3.0770 5.5893 -2.6549  0.000
H -1.2255 4.6751 -3.7472  0.000
H -1.9198 3.2588 -4.5600  0.000
H -0.1600 3.4714 -4.4616  0.000
H -0.8593 0.8350 -2.0982  -0.007
H 0.6614 1.5803 -2.6810  0.001
H -0.6713 1.1684 -3.7898  0.001
C -4.6195 -2.5683 -3.0470  0.001
Si -3.6242 -1.8997 -1.6193  0.002
C -3.8788 -2.9306 -0.0863  0.001
C -1.8110 -1.8774 -2.0730  -0.009
C -4.2062 -0.1163 -1.3573  0.001
Te -3.1914 1.0631 0.1072  0.008
C -4.1110 0.2430 1.8428  0.011
Si -5.6422 1.2007 2.4088  0.000
C -6.8161 1.4215 0.9711  0.000
C -6.4456 0.1941 3.7554  0.000
C -5.0452 2.8516 3.0444  -0.001
H -4.3382 -3.5998 -3.2705  0.000
H -4.4698 -1.9803 -3.9551  0.000
H -5.6876 -2.5624 -2.8176  0.000
H -3.7277 -3.9855 -0.3282  0.000
H -4.8952 -2.8322 0.3031  0.000
H -3.1751 -2.6818 0.7094  0.000
H -1.4503 -2.8872 -2.2789  0.001
H -1.1765 -1.4965 -1.2637  0.009
H -1.6269 -1.2761 -2.9681  -0.003
H -5.2619 -0.0400 -1.0907  -0.001
H -4.0853 0.4362 -2.2938  0.002
H -3.3389 0.2763 2.6134  -0.002
H -4.3030 -0.8071 1.6254  0.004
H -7.2612 0.4729 0.6617  0.000
H -6.3393 1.8781 0.0999  0.000
H -7.6344 2.0811 1.2706  0.000
H -6.7314 -0.7931 3.3851  0.000
H -7.3513 0.6829 4.1214  0.000
H -5.7783 0.0535 4.6080  0.000
H -4.3866 3.3394 2.3193  0.001
H -4.4855 2.7417 3.9759  0.000
H -5.8809 3.5278 3.2344  0.000

Atomic forces in eV per Å
V 0.2 -0.1 0.0
C 0.0 0.0 0.0
Si 0.1 -0.1 0.0
C 0.0 0.0 0.0
C 0.1 0.0 0.0
C 0.0 0.0 0.0
C 0.0 0.0 0.0
C 0.0 0.0 0.0
C 0.0 0.0 0.0
C 0.0 0.0 0.0
Si 0.1 -0.1 0.1
C 0.0 0.0 0.0
C 0.0 -0.1 0.0
H 0.0 0.0 0.0
H 0.0 0.0 0.0
H 0.0 0.0 0.0
H 0.0 0.0 0.0
H 0.0 0.0 0.0
H 0.0 0.0 0.0
H 0.0 0.0 0.0
H 0.0 0.0 0.0
H 0.0 0.0 0.0
H 0.0 0.0 0.0
H 0.0 0.0 0.0
H 0.0 0.0 0.0
H 0.0 0.0 0.0
H 0.0 0.0 0.0
H 0.0 0.0 0.0
H 0.0 0.0 0.0
C 0.0 -0.1 0.0
N 0.0 0.0 -0.1
C 0.1 0.0 0.0
C 0.1 -0.1 0.2
S 0.0 0.2 0.0
N 0.0 0.0 -0.1
C -0.1 0.0 0.1
C 0.1 0.0 0.0
H 0.0 0.0 0.0
H 0.0 0.0 0.0
H 0.0 0.0 0.0
H 0.0 0.0 0.0
H 0.0 0.0 0.0
H 0.0 0.0 0.0
H 0.0 0.0 0.0
H 0.0 0.0 0.0
H 0.0 0.0 0.0
H -0.1 0.0 -0.1
H 0.0 0.0 0.0
H 0.0 0.0 0.0
C -0.1 0.0 0.0
Si 0.0 -0.1 0.0
C -0.1 0.0 0.0
C 0.1 0.1 0.0
C 0.0 0.0 0.0
Te -0.4 0.2 -0.2
C 0.1 -0.1 0.0
Si 0.0 0.0 0.0
C 0.0 0.0 0.0
C 0.0 0.0 0.0
C 0.0 0.1 -0.1
H 0.0 0.0 0.0
H 0.0 0.0 0.0
H 0.0 0.0 0.0
H 0.0 0.0 0.0
H 0.0 0.0 0.0
H 0.0 0.0 0.0
H 0.0 0.0 0.0
H 0.0 0.0 0.0
H 0.0 0.0 0.0
H 0.0 -0.1 0.0
H 0.0 0.0 0.0
H 0.0 0.0 0.0
H 0.0 0.0 0.0
H 0.0 0.0 0.0
H 0.0 0.0 0.0
H 0.0 0.0 0.0
H 0.0 0.0 0.0
H 0.0 0.0 0.0
H 0.0 0.0 0.0
H 0.0 0.0 0.0
H 0.0 0.0 0.0
H 0.0 0.0 0.0

ΔE to the lowest compared entry with this formula, charge and spin, kJ/mol: 0.0
Calculated total energy, eV: -102964.94197
Frontier orbital gap (spin up / spin down), eV: 7.192 / 7.001
Largest force on an atom, eV Å⁻¹: 0.50
Multiplicity: 3
<S²>: 2.13
Total charge: +1

No. 2
Computed, not measured: a 5-piece molecular cluster, C23H50NO16PSSi2 overall, with ωB97M-V/def2-TZVPD.

Last column: Mulliken charge in e.
Atoms and positions in Å:
C 0.1685 0.1466 1.7243  -0.894
C 0.6786 -0.7922 0.6593  0.896
O 1.8480 -0.9308 0.3987  -0.594
O -0.2508 -1.5635 0.0241  -0.193
C -1.4406 -0.8996 -0.4413  -0.431
Si -1.6989 -1.1288 -2.3086  -0.554
C -2.3404 0.4924 -3.0277  -0.496
C -1.2628 1.3250 -3.7232  -0.903
O -0.3692 1.9007 -2.7832  -0.141
Si -0.6905 3.3821 -2.0983  0.615
C -0.9400 4.7182 -3.3896  -1.257
C -2.1971 3.3689 -0.9747  -1.164
C 0.8073 3.7777 -1.0580  -0.939
C -0.2202 -1.8547 -3.1685  -0.923
C 1.0958 -1.0802 -2.8608  -0.058
C 1.9084 -0.8143 -4.1101  0.080
N 2.2496 -1.9328 -4.8955  -0.550
O 2.2568 0.3043 -4.4343  -0.511
P -3.3887 -2.6290 -2.4148  0.146
S -2.9702 -4.3231 -1.5121  -0.396
H -0.0144 1.1259 1.2678  0.090
H 0.9314 0.2528 2.4927  0.273
H -0.7813 -0.1968 2.1346  0.357
H -2.2972 -1.3448 0.0824  0.495
H -1.4408 0.1686 -0.2160  0.147
H -3.1324 0.2581 -3.7526  0.586
H -2.8194 1.0611 -2.2259  0.268
H -1.7141 2.0764 -4.3841  0.492
H -0.6646 0.6739 -4.3723  0.256
H -0.4797 4.4987 -4.3541  0.330
H -0.4574 5.6227 -3.0007  0.349
H -1.9969 4.9643 -3.5259  0.340
H -3.1366 3.4721 -1.5268  0.336
H -2.1183 4.2484 -0.3250  0.404
H -2.2379 2.4770 -0.3441  0.286
H 1.6986 3.7578 -1.6881  0.302
H 0.9224 3.0292 -0.2702  0.175
H 0.6823 4.7686 -0.6131  0.374
H -0.3810 -1.9294 -4.2474  0.750
H -0.1388 -2.8874 -2.8076  0.497
H 1.6831 -1.6507 -2.1345  0.618
H 0.9072 -0.1015 -2.4107  -0.142
H 2.0341 -2.8106 -4.4425  0.295
H 1.8526 -1.8978 -5.8239  0.246
H -3.8279 -2.7659 -3.7459  0.110
H -4.4688 -1.9726 -1.7885  0.080
C -8.4961 -0.7999 -6.7535  -0.636
O -7.4385 -1.6222 -6.2503  -0.315
C -7.7705 -2.3432 -5.1799  0.783
O -8.8409 -2.3422 -4.6343  -0.537
O -6.7093 -3.0627 -4.8179  -0.280
C -6.9206 -3.8898 -3.6679  -0.689
H -8.0833 -0.2803 -7.6125  0.216
H -9.3433 -1.4103 -7.0589  0.297
H -8.8148 -0.0820 -6.0004  0.298
H -7.7126 -4.6135 -3.8468  0.347
H -7.1699 -3.2817 -2.8001  0.318
H -5.9817 -4.4087 -3.4933  0.200
C 4.3433 -1.2931 3.8653  -0.610
O 5.0732 -0.5341 4.8353  -0.313
C 4.4009 0.5043 5.3250  0.820
O 3.2824 0.8287 5.0242  -0.548
O 5.1813 1.1266 6.2084  -0.360
C 4.5882 2.2840 6.8098  -0.717
H 4.9992 -2.0990 3.5522  0.236
H 3.4372 -1.7034 4.3067  0.286
H 4.0883 -0.6738 3.0075  0.278
H 3.6886 2.0105 7.3570  0.367
H 4.3533 3.0296 6.0534  0.314
H 5.3350 2.6763 7.4935  0.225
C 7.7553 7.3550 4.0096  -0.636
O 7.1213 6.1588 4.4707  -0.326
C 7.9482 5.1229 4.6126  0.734
O 9.1297 5.1313 4.3920  -0.542
O 7.2395 4.0810 5.0409  -0.179
C 8.0031 2.8849 5.2396  -0.533
H 6.9685 8.1000 3.9434  0.215
H 8.5185 7.6803 4.7137  0.294
H 8.2035 7.1983 3.0306  0.294
H 8.7729 3.0430 5.9924  0.315
H 8.4608 2.5613 4.3070  0.314
H 7.2974 2.1348 5.5811  0.071
C -3.3799 -7.3166 3.7824  -0.634
O -2.1460 -6.7699 3.3114  -0.340
C -2.2175 -5.4858 2.9605  0.738
O -3.2001 -4.7950 3.0223  -0.544
O -1.0163 -5.1009 2.5379  -0.334
C -0.9631 -3.7409 2.0953  -0.374
H -3.1699 -8.3535 4.0264  0.217
H -3.7206 -6.7867 4.6698  0.292
H -4.1430 -7.2629 3.0085  0.296
H -1.2354 -3.0688 2.9091  0.300
H -1.6269 -3.5920 1.2460  0.103
H 0.0628 -3.5633 1.7910  0.233

Atomic forces in eV per Å
C -0.2 0.2 -0.3
C 0.7 -0.1 0.0
O -0.7 -0.1 0.3
O 0.3 0.4 -0.4
C -0.4 -0.4 0.2
Si 0.0 0.4 -0.1
C -0.2 -0.3 -0.2
C 0.2 -0.3 -0.1
O -0.4 0.0 0.0
Si 0.3 0.3 0.2
C 0.0 0.1 0.2
C 0.0 0.1 -0.2
C -0.3 -0.3 -0.3
C 0.4 -0.2 0.2
C -0.1 0.0 0.2
C 0.5 0.5 -0.3
N -0.4 0.0 0.5
O -0.5 -0.6 0.0
P 0.1 -0.5 0.5
S 0.1 0.0 -0.1
H 0.1 0.0 0.1
H -0.1 0.0 0.0
H 0.1 0.0 0.1
H 0.1 0.1 0.0
H 0.1 0.0 0.0
H 0.1 0.0 0.0
H 0.0 0.1 -0.1
H 0.0 0.1 0.2
H 0.0 0.2 0.0
H -0.1 0.0 0.0
H 0.0 0.0 -0.1
H 0.1 -0.1 -0.1
H 0.1 -0.1 0.1
H 0.0 -0.1 0.0
H -0.1 0.1 0.0
H 0.0 0.1 0.1
H 0.1 0.1 0.0
H 0.1 -0.1 0.0
H -0.2 0.1 0.0
H 0.0 0.1 -0.1
H 0.0 0.1 -0.1
H 0.1 -0.1 -0.1
H -0.2 0.0 -0.1
H 0.5 0.1 -0.2
H -0.1 0.2 0.0
H -0.1 0.2 -0.3
C 0.0 0.1 -0.1
O 0.0 0.0 0.0
C 0.1 0.0 0.0
O -0.1 0.0 0.0
O 0.1 0.0 0.0
C 0.1 -0.1 0.2
H 0.0 0.0 0.0
H 0.0 0.0 0.0
H 0.0 0.0 0.0
H -0.1 0.1 0.0
H -0.1 0.0 0.0
H 0.0 0.0 0.0
C 0.0 -0.1 -0.2
O 0.0 0.0 0.0
C 0.1 0.0 0.0
O -0.1 0.0 0.0
O 0.0 0.0 0.0
C 0.0 0.1 0.1
H 0.1 0.0 0.1
H 0.0 0.0 0.0
H -0.1 0.0 0.0
H 0.0 0.0 0.0
H 0.0 0.0 0.0
H 0.0 0.0 0.0
C 0.0 0.1 0.0
O 0.0 0.0 0.0
C -0.1 0.0 0.0
O 0.1 0.0 0.0
O -0.1 0.0 0.0
C 0.0 -0.2 0.1
H 0.0 0.0 0.0
H 0.0 0.0 0.0
H 0.0 0.0 0.0
H 0.0 0.0 0.0
H 0.0 0.1 0.0
H 0.0 0.0 0.0
C 0.0 -0.1 0.0
O 0.0 0.0 0.0
C 0.1 0.0 0.0
O -0.1 0.1 0.0
O 0.0 0.0 0.0
C 0.1 0.1 0.0
H 0.0 0.0 0.0
H 0.0 0.0 0.0
H 0.0 0.0 0.0
H 0.0 0.0 0.0
H 0.0 0.0 0.0
H 0.0 -0.1 0.0

Calculated total energy, eV: -94794.32281
Frontier orbital gap, eV: 8.793
Largest force on an atom, eV Å⁻¹: 0.82
Multiplicity: 1
Total charge: 0

No. 3
Computed, not measured: a 9-piece molecular cluster, C23H51Br8N5O5 overall at a distorted geometry, with ωB97M-V/def2-TZVPD.

Last column: Mulliken charge in e.
Atoms and positions in Å:
Br 5.0501 1.7312 4.0432  -0.179
C 4.5588 3.0390 2.5938  -0.557
C 5.5576 4.1957 2.7229  -0.700
Br 5.2654 5.5836 1.3481  -0.161
H 3.6098 3.5394 2.7864  0.389
H 4.6861 2.5639 1.6210  0.387
H 6.5717 3.8118 2.6121  0.401
H 5.5241 4.5205 3.7628  0.421
Br 2.7109 -2.5283 -3.4093  -0.081
C 2.9045 -3.3387 -5.2299  -0.534
C 3.7160 -4.6533 -5.1296  -0.564
Br 3.0082 -5.8245 -3.6378  -0.158
H 3.5566 -2.7147 -5.8409  0.309
H 1.9447 -3.3727 -5.7453  0.384
H 4.7110 -4.4023 -4.7619  0.231
H 3.8667 -5.3346 -5.9670  0.408
Br -0.4763 1.5507 8.9083  -0.158
C -1.3461 0.1891 7.7019  -0.610
C -0.5726 -1.0925 7.4714  -0.493
Br -1.7340 -2.5352 6.8124  -0.148
H -1.5330 0.7356 6.7775  0.327
H -2.3048 -0.1088 8.1266  0.375
H -0.0412 -1.2994 8.4004  0.382
H 0.2207 -0.9419 6.7392  0.325
Br -2.4586 -1.0561 -6.6529  -0.125
C -3.9613 -1.9227 -5.7401  -0.636
C -3.5541 -2.1123 -4.2062  -0.615
Br -3.3340 -0.2995 -3.3856  -0.094
H -4.1720 -2.8277 -6.3099  0.388
H -4.8834 -1.3533 -5.8578  0.370
H -2.5966 -2.6052 -4.0380  0.386
H -4.4105 -2.6462 -3.7942  0.327
C 8.0977 -1.7638 -3.1563  0.138
O 8.6678 -2.3926 -4.0762  -0.604
N 7.8561 -2.3362 -1.9440  0.104
C 6.8097 -1.7368 -1.0194  -0.975
C 8.1598 -3.7291 -1.7266  -0.897
H 7.8265 -0.6983 -3.2143  0.327
H 6.4478 -0.7887 -1.4174  0.325
H 7.2359 -1.5000 -0.0446  0.308
H 5.8892 -2.3075 -0.8963  0.327
H 9.1037 -3.9246 -2.2355  0.320
H 8.2948 -4.0334 -0.6887  0.323
H 7.4427 -4.4706 -2.0785  0.304
C 0.5930 3.2567 -3.4929  0.234
O 0.8272 3.6447 -4.6408  -0.653
N 0.4303 4.1187 -2.4914  0.110
C 0.5845 3.6692 -1.1361  -1.171
C 0.5027 5.5702 -2.7287  -0.801
H 0.6460 2.2041 -3.1745  0.275
H -0.1451 4.0921 -0.4455  0.341
H 1.6432 3.6465 -0.8777  0.489
H 0.3002 2.6226 -1.0272  0.342
H -0.4260 6.1226 -2.5852  0.204
H 1.1643 5.8399 -1.9055  0.328
H 0.8444 5.8823 -3.7155  0.305
C -1.3871 -0.3939 1.9958  0.185
O -1.1485 0.6530 2.4834  -0.587
N -0.5040 -1.4183 1.6953  0.116
C -0.8708 -2.5337 0.8243  -0.812
C 0.8618 -1.3989 2.0935  -0.965
H -2.3433 -0.6649 1.5220  0.277
H -0.6607 -3.4806 1.3216  0.310
H -0.2794 -2.6094 -0.0882  0.324
H -1.8766 -2.3771 0.4343  0.217
H 1.5031 -1.4593 1.2141  0.292
H 1.1436 -0.5740 2.7478  0.338
H 0.9532 -2.4174 2.4708  0.306
C -4.4064 5.8441 1.7541  0.221
O -4.4411 6.6254 2.6613  -0.580
N -4.8284 6.0412 0.5077  0.059
C -5.4379 7.3161 0.0354  -0.942
C -4.5467 5.0959 -0.6021  -0.956
H -3.8286 4.9151 1.8781  0.251
H -6.5071 7.1459 -0.0912  0.319
H -5.2089 7.6596 -0.9734  0.325
H -5.3300 8.1020 0.7829  0.330
H -5.4873 4.8710 -1.1050  0.301
H -3.8210 5.6555 -1.1923  0.320
H -4.2399 4.1057 -0.2654  0.350
C -5.8906 -3.2111 2.8955  0.181
O -6.5610 -2.3293 2.3382  -0.613
N -5.5395 -4.3520 2.2663  0.120
C -5.0309 -5.4328 2.9901  -0.922
C -5.7687 -4.5852 0.7749  -0.921
H -5.6136 -3.1892 3.9609  0.263
H -4.0268 -5.5997 2.6002  0.339
H -5.5931 -6.3533 2.8326  0.314
H -4.9401 -5.1809 4.0466  0.277
H -5.5389 -3.6592 0.2479  0.330
H -4.9702 -5.2668 0.4818  0.345
H -6.7154 -5.0221 0.4571  0.289

Atomic forces in eV per Å
Br -0.5 0.7 -0.9
C 1.0 1.1 0.3
C 0.7 -1.1 0.3
Br 0.0 -0.6 0.8
H -0.4 -1.0 -0.1
H -0.5 -0.2 0.3
H 0.0 0.2 -0.4
H -0.3 0.9 -0.3
Br 0.1 -0.1 -1.3
C 0.9 -0.7 -0.2
C -0.3 -0.1 1.9
Br 0.3 0.2 -1.0
H -0.1 0.5 0.3
H -0.1 -0.3 0.6
H -0.1 0.0 0.0
H -0.7 0.5 -0.3
Br -0.4 -1.1 -0.7
C -0.7 0.2 -0.2
C 1.2 0.9 0.2
Br 0.5 0.6 0.4
H 0.0 -0.1 0.1
H 0.1 0.6 0.3
H -0.4 -0.9 0.0
H -0.3 -0.2 -0.2
Br -0.5 -0.1 -0.1
C 1.0 0.0 1.0
C -0.9 0.8 -1.9
Br -0.3 -1.1 -0.2
H 0.5 -0.4 0.5
H 0.4 0.5 0.3
H -0.3 0.0 -0.3
H 0.3 0.2 0.7
C 1.5 -2.1 -1.3
O -1.2 1.7 1.7
N -2.4 0.7 1.4
C 0.9 0.5 -0.8
C 1.0 -0.8 -0.2
H -0.1 -0.2 -0.1
H 0.3 0.1 -0.3
H 0.1 -0.3 0.0
H 0.3 -0.6 -0.2
H -0.1 -0.1 0.0
H 0.0 0.8 0.3
H -0.4 0.4 -0.5
C 1.3 0.8 -1.9
O -0.7 -1.0 0.7
N -1.1 0.7 0.0
C -0.4 -1.3 0.2
C 0.3 -0.3 0.9
H -0.2 0.0 -0.1
H 0.6 0.8 0.1
H -0.1 0.8 0.7
H 0.0 -0.3 -0.6
H -0.4 -0.5 0.2
H 0.3 0.9 -0.4
H 0.4 -0.7 0.2
C 0.0 -3.0 -2.9
O 0.7 1.9 1.6
N -1.2 1.1 -0.4
C 0.1 0.6 0.0
C 0.4 -1.2 -0.4
H -0.5 0.2 0.4
H -0.7 -0.2 0.2
H 0.5 0.6 -0.1
H -0.2 -0.4 0.5
H 0.2 0.6 -0.2
H -0.2 -0.3 0.0
H 0.9 0.2 1.1
C 1.5 -0.5 -0.2
O -0.6 1.2 1.1
N -0.6 0.4 -2.3
C -1.0 -0.7 0.9
C -0.6 0.7 1.1
H -0.3 -0.5 -0.2
H -0.3 -0.1 0.4
H 1.1 -0.3 0.1
H 0.3 -0.2 -0.1
H 0.1 0.4 -0.5
H 0.0 -0.8 -0.6
H 0.6 0.3 0.3
C -2.1 1.0 -1.7
O 1.4 -0.8 1.0
N -1.4 0.7 -2.1
C 1.5 -1.0 0.2
C 1.4 0.6 1.4
H 0.1 0.1 -0.1
H 0.3 -0.5 0.3
H -0.2 0.0 0.2
H -0.2 -0.2 0.0
H -0.5 0.1 0.1
H -0.1 -0.2 0.0
H -0.2 0.3 0.5

Calculated total energy, eV: -602702.99916
Frontier orbital gap, eV: 9.072
Largest force on an atom, eV Å⁻¹: 4.11
Multiplicity: 1
Total charge: 0